C4H14N4 | wB97M-V/def2-TZVPD

ORCA input file:
```
! RIJCOSX wB97M-V def2-TZVPD def2/J DEFGRID3
* xyz 0 1
N -0.8092 -0.4250 -0.0860
N -0.3760 -2.4186 1.1638
N 0.6976 1.3673 0.6815
N 1.5726 -1.3311 0.4431
C 0.2281 -1.6447 0.1367
C -0.6307 0.7364 0.7360
C -1.3191 -0.2162 -1.4208
C 1.0022 2.0310 -0.5728
H -0.2091 -2.0135 2.0791
H -2.0598 0.5899 -1.4252
H 1.9644 2.5354 -0.4843
H -1.4254 1.4656 0.4859
H -1.3930 -2.3317 0.9814
H -1.8258 -1.1277 -1.7549
H -0.5499 0.0336 -2.1653
H 1.6381 -0.8008 1.3058
H -0.7724 0.4410 1.7858
H 0.2378 2.7650 -0.8709
H 0.1765 -2.1948 -0.8076
H 2.0042 -0.7839 -0.2900
H 1.0833 1.2876 -1.3647
H 0.7656 2.0353 1.4433
*
```

Calculated values
Energy relative to the best compared isomer or geometry (same formula, charge and spin)   132.83 kJ/mol
Highest occupied orbital energy   -8.1 eV
Structure (SMILES)   CNCN(C)C(N)N